No. 1
This record from the OMol25 dataset describes a cluster of 16 separate species, C32H100N4O24 in total. The level of theory is wB97M-V/def2-TZVPD.

```
160
Properties=species:S:1:pos:R:3:lowdin_charge:R:1
C -1.13259 -0.28870 2.17035 -0.11
H 3.90426 -1.54290 9.40857 0.12
C -1.23795 -6.04353 6.05451 -0.24
O 6.95931 4.96149 -6.05860 -0.07
O -7.05319 -0.52356 -2.16995 -0.06
O -2.38323 -3.50925 -9.22844 -0.08
N 0.09430 -5.51562 -5.21959 0.03
C 4.12939 4.25320 2.17843 -0.21
H -2.15312 -1.52538 -7.59254 0.07
H 0.17583 6.21065 2.89024 0.02
H 8.63035 -2.37978 0.95855 0.14
O 6.40615 4.09067 -3.21572 -0.06
H -0.93827 2.35031 0.24319 0.12
C 9.55457 -2.80735 2.75436 -0.24
H -6.22415 3.51925 3.36323 0.07
H -4.65742 -2.80911 -5.78341 0.03
H 3.84215 -3.25013 7.29350 0.12
H 0.86492 -5.05387 -2.71779 0.07
H -5.61453 4.53017 4.65600 0.09
H -0.85359 -5.06769 7.76666 0.07
H 7.74804 -0.02874 1.71090 0.07
H -5.53483 -2.61403 6.35505 0.11
C -2.18237 -1.14309 -9.36662 -0.27
H 3.40807 4.48131 1.39372 0.12
H -9.69602 3.86072 1.90508 0.08
C -9.17687 4.81757 1.96012 -0.09
C -6.92690 -3.33714 4.90787 -0.28
H -8.36975 4.71076 1.23538 0.07
H -8.44648 0.32249 0.70602 0.11
C 3.45807 -2.23012 7.28059 -0.24
O -0.48626 6.85525 3.13995 -0.05
H -1.30892 -5.38079 5.19204 0.12
H 2.59434 -2.26021 6.61639 0.12
H -4.49000 6.63477 2.79574 0.07
H 5.03944 3.87609 1.71187 0.11
C 1.50713 -5.30548 -4.80767 -0.42
O 4.53028 -1.46031 6.73124 -0.08
H 8.12604 -0.50014 3.35827 0.09
C -2.37803 6.65519 -2.92486 -0.21
H -4.72535 4.19072 3.10994 0.07
N 7.17509 -2.68878 2.30792 0.02
H -0.47467 6.85276 4.09707 0.03
H -5.34901 6.99698 3.99093 0.07
C -5.68053 4.44074 3.57168 -0.08
H -0.90444 -1.14579 1.53676 0.08
H -1.04513 0.58674 -2.89304 0.07
H -9.09771 0.59050 -0.93245 0.12
H 2.68545 -0.69219 8.56453 0.12
O -6.52809 -0.99978 5.55851 -0.07
H -0.90980 -2.64064 -10.29856 0.12
H 1.11983 1.23617 -1.33102 0.08
H -7.57660 6.23491 4.54104 0.12
H 3.00112 0.21575 -6.89899 0.03
O 2.12612 -2.50194 9.26397 -0.08
H 1.12000 -0.09970 -0.20762 0.08
H 2.64976 3.55637 -5.65482 0.02
O -1.19454 5.85316 -3.30122 -0.09
C 11.83065 -3.19486 2.53171 -0.09
H 9.37084 -0.16783 1.98889 0.08
H 3.41446 2.32415 2.48221 0.12
H 1.87189 -4.33728 -5.15068 0.13
H -1.90546 -0.30395 -10.00479 0.11
H -2.35770 0.97377 -2.13462 0.07
H 11.90359 -3.23170 3.61865 0.08
O -0.64970 0.92984 1.59749 -0.19
O -8.23479 -3.16608 4.51648 -0.03
H -2.53554 -8.38809 4.31951 0.09
H 1.39346 -6.65414 -3.18985 0.08
H 2.17315 4.53437 -4.60208 0.03
C 2.35012 -6.32532 -5.60161 -0.26
H 5.28022 5.38898 3.38187 0.07
H 0.83554 -0.40080 -1.87613 0.08
H 9.35475 -3.87153 2.62917 0.12
O -1.74712 -7.87148 4.50147 -0.04
H -6.66992 -4.32987 5.27739 0.12
O -9.23914 -1.30892 -0.02586 -0.07
O 2.82055 4.42847 -5.29913 -0.05
C 1.61638 -5.59239 -3.29519 -0.06
C -1.96745 -2.47439 -10.09404 -0.23
H 1.50426 0.32473 -7.09751 0.03
O 2.42388 3.67773 3.74993 -0.06
C 3.13175 -1.68274 8.65241 -0.23
C 8.47055 -2.08429 1.99550 -0.46
H 7.54806 3.18244 -5.24000 0.11
H 7.18464 -3.69791 2.26734 0.06
H -1.46232 4.95472 -3.09462 0.06
C -6.29145 5.59397 2.82918 -0.45
O -8.71289 4.97188 3.32587 -0.19
H 5.55351 -6.98187 -5.94040 0.08
H -6.50996 -0.95721 -0.22016 0.12
H -1.48848 8.46099 -3.90315 0.12
H -7.11551 -2.39716 6.92968 0.12
H -3.23626 -0.90258 -9.22680 0.11
H 4.28153 2.85890 3.87731 0.12
C -8.53211 -0.09223 -0.29836 -0.22
H 1.89493 -7.31553 -5.62165 0.13
C -7.68871 5.96854 3.49005 -0.17
H -2.20078 -0.37994 2.36720 0.08
H 6.03852 4.79332 -5.84537 0.06
H 4.19880 -7.12710 -7.00097 0.08
O 2.23909 0.73433 -6.64091 -0.05
H -7.99008 6.90780 3.02630 0.11
H -6.25978 5.49138 1.74448 0.13
H -8.33923 -2.52659 3.80814 0.10
H 5.70002 4.48182 -3.73531 0.08
H -2.29774 6.95834 -1.88094 0.11
H -7.60171 -1.31140 -2.17553 0.08
H -4.82095 -1.77872 -4.68640 0.03
H -9.58278 -1.66840 -0.84701 0.07
H -0.16517 -6.22343 6.12426 0.12
O 10.71407 -2.39946 2.09614 -0.19
H -6.57751 0.72901 -0.74303 0.12
H 1.73371 3.03576 3.56788 0.08
H -0.67045 -0.47174 3.14041 0.08
H -3.32584 -3.57754 -9.05986 0.09
H 6.54696 -2.44107 1.55678 0.07
C -0.86093 0.52441 -0.89437 -0.46
H -6.19932 -3.22915 4.10347 0.12
H -9.82064 5.59916 1.55668 0.08
H -3.15847 8.54492 -3.35749 0.12
H 12.77948 -2.76483 2.21096 0.08
H -0.48037 -4.79759 -4.80212 0.06
H -2.08796 -7.88914 6.54612 0.12
O 4.44754 5.49114 2.91518 -0.08
H -3.23971 5.99848 -3.04443 0.12
H -2.34722 1.41070 0.44868 0.12
H 0.18319 -5.23612 -6.18607 0.06
C 0.60782 0.30738 -1.07944 -0.07
C 7.78296 4.23937 -5.11424 -0.22
H 8.81368 4.32883 -5.45736 0.11
H 2.59499 -5.33405 -2.89060 0.07
O -2.74847 7.43139 -5.14051 -0.09
O -4.16709 -2.17116 -5.26492 -0.05
C 7.57834 4.65450 -3.65062 -0.27
C -7.06719 -0.24139 -0.82448 -0.28
H -1.99403 7.04246 -5.58900 0.08
O 3.70681 -6.23985 -5.23365 -0.19
H 8.40265 4.30385 -3.02961 0.12
H 7.46803 5.72153 -3.45730 0.12
N -1.36352 1.15111 -2.11831 0.04
O -1.63672 -5.34007 7.28282 -0.07
C 4.49400 -7.23728 -5.95751 -0.07
H 4.81118 -1.83185 5.89181 0.08
N -5.46900 6.73512 3.02286 0.01
H 9.63466 -2.46193 3.78508 0.13
H 2.40441 -2.61460 10.17582 0.08
C -2.41120 7.88919 -3.80439 -0.22
H -3.09527 -6.85644 5.63182 0.12
O -1.51459 -1.04921 -8.12838 -0.05
H -1.26758 -0.48417 -0.82021 0.12
C 3.60151 3.20365 3.09833 -0.26
C 8.43451 -0.61743 2.31942 -0.06
C -1.26448 1.31736 0.36450 -0.19
C -2.06369 -7.20175 5.70054 -0.30
H 2.28289 -6.01070 -6.64305 0.11
C -6.53677 -2.36340 6.00663 -0.25
H -2.49718 -2.59802 -11.03860 0.12
H 11.78724 -4.20473 2.12383 0.08
H 4.29440 -8.20378 -5.49474 0.09
H -6.14186 -0.52454 6.29782 0.08
```

Properties
Electronic energy in a.u.: -3303.59610
Net charge: 0
HOMO-LUMO gap in eV: 8.9

---

No. 2
This record from the OMol25 dataset describes a cluster of 2 separate species, C32H19BF9N in total. The level of theory is wB97M-V/def2-TZVPD.

```
62
Properties=species:S:1:pos:R:3:lowdin_charge:R:1
C -0.16557 2.71825 -3.90490 -0.03
C 4.56894 1.22115 0.76349 0.05
H 1.99352 -2.11707 5.90030 0.13
H -2.31500 -0.70443 -3.76865 0.11
B 1.54991 -1.38482 1.12708 -0.41
H 0.52729 -1.00335 0.52652 0.11
H 4.62118 -5.03618 0.59054 0.13
F 0.89897 0.96917 2.65205 0.05
C -0.44516 4.05860 -3.58765 -0.04
C -2.98981 -0.13945 -1.83448 0.07
C -0.08817 -2.68864 2.71749 -0.20
H 0.21841 4.84209 -3.95870 0.12
C 3.81676 -4.47814 0.12038 0.06
H -3.95681 5.44256 -1.06628 0.12
C 2.10195 1.02694 1.98840 -0.22
F 0.75250 -2.28147 -1.60751 0.00
H -1.52858 -3.73193 3.95177 0.12
C -5.09620 1.68836 -0.62678 0.01
H -6.02142 4.87049 0.28899 0.11
C 2.29315 -4.06038 -1.72577 0.04
H 5.53781 1.26442 0.26994 0.13
C 3.75681 0.09517 0.60663 -0.19
C 1.79683 -1.78466 3.78281 -0.21
C 3.34614 -4.76734 -1.15645 -0.25
H 0.69334 2.47148 -4.52816 0.12
C 2.84409 2.19208 2.17560 0.05
C 1.37869 -2.27861 5.01938 0.06
C -3.57544 3.37870 -1.54053 -0.09
C 2.50317 -0.07814 1.21928 -0.01
C -1.56007 4.39980 -2.80761 0.02
F 3.96690 -5.75510 -1.88666 0.03
C -4.30238 4.41510 -0.94448 0.01
C 3.21368 -3.42069 0.79641 -0.21
C -2.38339 3.36991 -2.34920 -0.09
H -5.38608 0.64075 -0.54559 0.11
F 3.71704 -3.13630 2.03747 0.07
F -0.80746 -3.00690 1.58535 0.03
H -2.63782 -2.01146 -2.61139 0.10
C 0.17158 -2.96936 5.06485 -0.26
H -1.13878 -1.08200 -2.46491 0.10
H 2.46235 3.01111 2.78273 0.12
C -5.84201 2.73756 -0.04929 -0.05
C 1.08787 -1.93940 2.58330 -0.02
C -5.43901 4.08102 -0.19235 -0.05
C -2.20426 -1.01012 -2.71885 -0.02
N -2.99669 1.18550 -1.94852 0.07
F 4.28189 -0.89794 -0.18395 0.05
C 2.18018 -2.62391 0.28781 -0.02
F 4.87455 3.38168 1.73223 0.02
H -1.80036 5.42733 -2.53492 0.12
F 3.00909 -1.14778 3.78417 0.06
C -3.95504 2.03260 -1.32864 -0.13
C 1.75691 -3.00283 -0.98935 -0.20
C -2.05137 2.01499 -2.62329 -0.10
C -0.58884 -3.18550 3.92188 0.04
H -6.73948 2.50936 0.52551 0.11
H 1.91025 -4.29888 -2.71519 0.12
H -0.77838 0.63373 -3.66845 0.10
F -0.27991 -3.43922 6.27850 0.02
H -3.87677 -0.54889 -1.35185 0.14
C 4.09298 2.25790 1.56073 -0.26
C -0.97441 1.67306 -3.42125 0.02
```

Properties
Electronic energy in a.u.: -2209.15645
Net charge: 0
HOMO-LUMO gap in eV: 4.3

---

No. 3
This record from the OMol25 dataset describes a structure of composition C32H19F12IrN6O3S3. The level of theory is wB97M-V/def2-TZVPD.

```
76
Properties=species:S:1:pos:R:3:lowdin_charge:R:1
H -3.24291 2.53246 3.11315 0.09
H 3.01560 6.14219 -0.11000 0.06
C -3.47823 0.63411 -0.58930 -0.34
F -2.81701 2.59807 0.64322 0.16
H 2.62950 6.01766 1.60442 0.07
H 5.13485 -7.06529 0.78283 0.09
H 3.19748 2.88674 1.49154 0.11
F 2.93104 -0.60319 3.02932 0.15
N -1.11994 -2.12442 2.34935 0.09
C 0.30261 -2.75670 -1.01255 -1.03
C 2.28866 3.02815 0.92342 0.00
C -4.17759 -1.07711 3.97084 -0.26
O 0.86412 -0.27813 1.62723 -0.27
F 2.31470 1.43360 3.37153 0.15
F -4.16351 2.92921 -1.01012 0.13
C 3.02588 -4.47359 0.31996 -0.19
F 4.07551 1.00416 2.18062 0.11
O -1.54747 0.94877 2.46511 -0.09
H 2.47432 -3.02631 1.79890 0.10
F 1.89384 -0.34392 -1.02632 0.14
H -4.15628 0.64851 -3.27625 0.11
C -3.10132 0.82228 -3.12276 0.01
F 3.23700 -1.29116 0.37827 0.15
C 3.75383 -5.61869 0.02973 -0.06
H 5.27876 -6.03330 3.03007 0.09
S -1.23071 -1.96837 -0.76090 0.65
H 3.69088 -6.05993 -0.95256 0.06
C 1.45461 1.93116 0.70217 -0.05
C 0.03948 3.40575 -0.57198 -0.02
N 1.01524 -3.32477 -0.10660 0.04
C 0.29628 2.10378 -0.08861 -0.22
C -1.21442 1.10367 -1.65260 -0.27
N -3.36007 1.67253 3.62693 0.17
C 2.96110 5.44733 0.73116 -0.07
C 1.86832 0.52840 1.19257 -0.34
N 2.15633 -3.88009 -0.64343 -0.14
C -0.96297 1.27001 -4.06382 -0.05
S 3.61612 -4.30367 -2.92703 0.49
C -2.32101 1.02881 -4.24895 -0.28
H 0.63618 1.45698 -2.65400 0.12
Ir -1.00254 -0.37992 0.86627 1.20
F -4.63207 -1.15435 -1.69147 0.15
C 2.03687 4.29683 0.43112 -0.29
C -2.58584 0.84981 -1.82707 -0.09
H -2.39369 1.60379 -6.32661 0.07
F -4.88806 2.03136 0.81662 0.13
C 3.89071 -4.46432 2.55291 -0.08
C -2.92204 0.95173 -5.62815 -0.07
C -0.42572 1.29911 -2.79604 -0.02
H 3.93196 -4.01105 3.53507 0.10
C -2.96981 -0.69765 3.36592 -0.21
C -2.56879 0.66371 3.11972 -0.50
C 4.64131 -5.59811 2.26989 -0.11
F 3.69088 0.66979 -0.40754 0.14
C 2.80360 0.59365 2.44712 -0.54
C 2.68136 -0.11533 0.03099 -0.52
C 3.07839 -3.89745 1.58522 -0.01
H -0.86469 3.56344 -1.14558 0.11
H -0.31623 1.41212 -4.92426 0.10
N -0.59261 1.09651 -0.40392 -0.11
C -3.83043 2.05613 -0.02827 -0.52
H -3.97217 1.24894 -5.61774 0.07
H 3.97260 5.09364 0.93862 0.07
N -5.16515 -1.39120 4.48841 0.09
O -2.99161 -0.18375 0.38722 -0.30
S 0.98579 -2.90805 -2.61195 0.98
H -4.32187 1.42088 3.79910 0.09
F -5.67222 0.75285 -1.67799 0.11
H 0.63007 5.44444 -0.72506 0.10
C -2.04963 -1.57572 2.79824 -0.23
C -4.83308 -0.04783 -0.96042 -0.54
C 2.34291 -3.77952 -1.97996 -1.10
F -5.51919 -0.41704 0.12335 0.16
C 4.56408 -6.17315 1.01032 -0.10
C 0.88230 4.46481 -0.32937 -0.06
H -2.87418 -0.06478 -6.02922 0.07
```

Properties
Electronic energy in a.u.: -4282.60837
Net charge: -2
HOMO-LUMO gap in eV: 6.0

---

No. 4
This record from the OMol25 dataset describes a structure of composition C32H19IrN8Se. The level of theory is wB97M-V/def2-TZVPD.

```
61
Properties=species:S:1:pos:R:3:lowdin_charge:R:1
H -0.91912 -2.44466 7.52286 0.13
C -4.67242 1.99138 -4.20309 -0.10
C 0.10095 2.43137 -0.43311 -0.13
C 2.26007 4.21968 -0.67155 -0.33
C -2.43050 1.87278 -3.98393 -0.21
N 3.18922 5.13025 -0.80488 -0.20
H 2.03665 -1.04617 -1.50984 0.10
C -3.26754 -3.57864 8.03660 -0.16
C 0.91422 4.64830 -0.95555 -0.33
C -3.56467 -1.56588 -4.07464 -0.01
C -4.75001 0.60658 -4.20419 0.02
C 1.13719 -1.99098 -3.20498 0.00
N -2.39114 0.55119 -3.93580 0.14
N -0.84181 1.47795 -0.26053 -0.06
H -4.66597 -3.57933 5.77552 0.13
C -1.99917 -2.06558 4.33368 -0.24
C -2.49519 3.04502 -0.91805 -0.01
H 4.84692 0.56950 0.68026 0.13
H -4.47693 -2.01247 -4.45265 0.12
C -0.20589 3.72698 -0.83428 -0.05
C -1.57585 -1.55758 3.07834 -0.09
C -1.19323 -1.36270 -1.96524 -0.07
N -3.51375 2.63281 -4.08793 0.09
C 2.75163 0.21823 0.50284 -0.09
C -3.68722 -3.13388 5.66777 0.01
C -3.56035 -0.09553 -4.04881 -0.26
H -2.68992 -3.44501 -3.97155 0.13
H -1.81983 5.03251 -1.39497 0.14
H -0.06176 -2.89325 -4.73954 0.14
Ir -0.22473 -0.26639 0.50980 1.41
H 4.67058 2.96262 -0.02771 0.14
C -1.54495 4.03372 -1.08195 0.06
N -3.61374 -3.99225 9.05005 0.20
H -3.92464 -2.68182 3.58891 0.13
C -1.56442 -2.49184 6.65724 0.01
H -0.16288 -1.55597 5.33795 0.13
H -5.56251 2.60178 -4.30214 0.12
H 2.79083 -0.81484 0.82606 0.13
H 2.08532 -2.23129 -3.66422 0.13
C -1.25758 -2.01184 -3.19069 -0.18
N 0.77801 5.89836 -1.31442 -0.20
C 1.44135 1.99893 -0.16596 -0.13
C -2.56115 -2.38672 -3.77101 -0.02
Se 2.39230 6.62896 -1.31282 1.25
C 3.79570 2.32893 0.03667 0.07
H -3.53955 3.24289 -1.11161 0.13
N 1.54692 0.70541 0.19847 -0.09
C -0.05897 -2.35698 -3.79927 0.04
C -1.14469 -1.99646 5.43994 0.00
C -2.11992 1.77353 -0.50563 -0.07
N -0.03462 -1.02925 -1.37774 -0.11
C 2.53699 2.85153 -0.26298 -0.05
H -2.09662 -1.13767 -1.41399 0.12
H -1.47706 2.38934 -3.93143 0.11
C -2.83394 -3.06114 6.76968 -0.19
H -5.69642 0.09804 -4.32375 0.12
C 1.12387 -1.32236 -2.00189 -0.08
C -3.27304 -2.63419 4.45002 0.00
H -2.84170 0.98727 -0.33314 0.13
C -1.20519 -1.12377 1.98808 -0.24
C 3.89176 1.00700 0.42679 0.01
```

Properties
Electronic energy in a.u.: -4174.01758
Net charge: +2
HOMO-LUMO gap in eV: 6.1